No. 1
11
Properties=species:S:1:pos:R:3 method="wB97M-V/def2-TZVPD" total_charge=+1 multiplicity=1 homo_energy_ev=-14.252 molar_mass_g_mol=346.203 total_energy_ev=-82885.7756
H -1.226 1.588 -1.158
H 1.392 1.396 -0.051
H 0.813 0.179 -2.783
Pd 0.482 2.303 0.881
H 0.075 -2.190 -0.311
C -0.427 -1.305 -0.049
Br -1.059 0.624 2.019
C 0.093 -0.772 1.158
H -1.467 -1.413 -0.100
O 1.131 -0.934 1.596
In 0.193 0.524 -1.202



No. 2
87
Properties=species:S:1:pos:R:3 method="wB97M-V/def2-TZVPD" total_charge=+1 multiplicity=1 homo_energy_ev=-12.578 molar_mass_g_mol=750.952 total_energy_ev=-124767.0558
C -1.926 -4.408 -2.647
O 0.742 -3.698 -1.337
O -1.186 -3.245 -4.880
H 1.878 -2.372 4.037
C -1.873 4.878 6.173
H -4.619 -4.532 -7.734
H -3.121 6.049 -5.333
S 2.955 -2.228 0.274
H 9.597 0.010 0.164
P 1.224 -2.163 -0.670
H 0.339 -6.060 2.202
H -2.609 -3.417 3.090
O -3.560 -3.985 -4.576
H -1.804 6.049 4.358
C 9.348 0.274 1.193
H -4.750 -5.605 -6.318
N -1.544 -0.002 1.429
N -1.464 -1.019 2.389
H -0.929 -4.742 -2.354
H -0.375 1.631 -0.413
H 0.812 -3.620 -2.342
H -1.104 1.992 -5.081
C -0.460 -1.939 1.728
H 4.907 1.045 2.151
C -2.836 1.387 4.645
O 7.065 1.159 0.434
H -3.528 1.848 3.938
H -0.292 5.228 4.732
Si -0.069 -3.558 2.694
H -2.115 -3.407 -2.256
O 1.499 -1.085 -2.052
O -2.489 3.765 5.536
C -1.740 -4.054 3.601
H -1.663 0.748 -1.079
O -3.124 2.676 -3.285
N 0.027 -1.394 0.404
H -4.020 5.013 -4.226
H -1.808 6.988 -3.405
N -0.659 0.678 -0.742
H -2.674 -5.117 -2.287
H -3.346 1.106 5.567
C -4.157 -4.813 -6.784
C -2.789 6.523 -3.271
S -1.983 -4.361 -4.420
C 0.340 -5.081 1.543
N -0.699 -0.217 0.316
O -1.262 3.983 -2.172
H -2.787 6.040 -2.289
C -4.045 -3.613 -5.861
O 7.301 0.414 2.814
S -1.880 3.411 -3.350
H 3.807 1.826 1.010
H -3.172 -5.235 -7.005
H 9.890 -0.372 1.888
H 9.585 1.319 1.399
H 1.965 -4.310 4.051
O -1.775 -5.709 -4.909
C 1.246 -3.370 4.095
S 7.612 0.014 1.457
O -2.008 4.568 -4.490
C 4.859 1.719 1.290
C 5.676 1.187 0.128
C -0.669 2.406 -4.170
C -1.139 5.756 5.177
H -0.388 1.600 -3.489
O -0.913 2.931 3.777
H 5.242 2.690 1.619
H 5.329 0.194 -0.179
H -0.753 6.657 5.662
H 1.372 -4.894 0.988
H 0.679 -3.423 5.144
H -3.555 7.302 -3.257
H -2.374 0.508 4.189
H -5.041 -3.180 -5.718
C -3.060 5.518 -4.376
O 7.254 -1.288 0.939
O -0.781 2.035 6.143
H -2.671 5.463 6.645
H -1.204 4.542 6.973
H -1.744 -3.733 4.735
H -3.414 -2.833 -6.300
H 5.548 1.853 -0.732
H -0.506 -5.127 0.723
H -1.981 -5.187 3.419
H 1.672 -0.148 -1.697
H 0.205 3.019 -4.397
S -1.543 2.542 5.022



No. 3
14
Properties=species:S:1:pos:R:3 method="wB97M-V/def2-TZVPD" total_charge=0 multiplicity=1 homo_energy_ev=-10.067 molar_mass_g_mol=147.139 total_energy_ev=-27905.8662 smiles="CC[C@H](C#N)SP=O"
H -0.224 0.698 1.597
H -2.151 0.315 -1.173
H -2.212 0.117 0.771
O 2.436 -0.879 -1.467
C -0.290 -0.509 -0.103
P 3.149 -0.963 -0.206
C 0.551 1.745 0.085
C 0.298 0.537 0.753
S 1.955 -0.034 1.354
N 0.875 2.808 -0.158
H -0.131 -1.506 0.366
H -2.330 -1.356 -0.367
C -1.883 -0.313 -0.276
H -0.045 -0.659 -1.176



No. 4
54
Properties=species:S:1:pos:R:3 method="wB97M-V/def2-TZVPD" total_charge=0 multiplicity=1 homo_energy_ev=-8.590 molar_mass_g_mol=356.466 total_energy_ev=-31356.2983 smiles="CC[C@@H]1[C@H]2CCCC(=O)N3CC[C@@H](C[C@@H]1OC(=O)Nc1ccccc1)[C@@H]23"
C -0.774 2.784 -0.516
C 0.466 1.458 -2.300
H 0.165 -2.711 6.501
C -0.671 2.462 -2.023
C 0.011 1.783 0.332
O 0.921 -0.401 0.593
C -1.490 1.902 -4.773
H 4.091 -3.893 5.312
H -0.650 -0.052 -4.432
C -2.868 1.830 -1.241
C 0.591 -0.821 1.834
H 1.365 1.837 -1.802
H 1.989 -0.876 -1.464
H 1.102 2.425 -4.092
H -2.684 3.787 -0.368
H -0.164 -1.601 4.330
H -0.324 1.841 1.369
H 2.291 -3.862 7.003
H -2.494 2.476 0.804
H 1.154 -3.185 -1.878
O -3.593 1.305 -3.795
C 1.040 -1.032 -1.978
H -3.884 2.087 -1.549
H 0.256 -2.467 -0.543
H -0.474 3.382 -2.590
O -0.470 -0.614 2.364
H 0.117 0.857 -5.729
H -2.879 0.798 -0.875
C -2.279 2.785 -0.216
C 3.158 -3.392 5.102
C 1.778 -2.119 3.597
C 0.764 -2.102 4.550
H -0.357 3.774 -0.314
C 0.458 -2.394 -1.608
N 1.650 -1.505 2.348
C -0.301 0.940 -4.723
H -2.064 1.729 -5.685
C -2.453 1.696 -3.621
C 2.149 -3.375 6.050
C -0.094 0.322 -0.121
H -1.058 -0.088 0.201
H -0.899 -0.167 -2.054
H 1.234 -1.038 -3.050
C 2.976 -2.769 3.883
H 1.071 2.052 0.323
H 3.765 -2.784 3.143
C 0.957 -2.729 5.767
N -1.983 1.955 -2.384
C 0.078 0.117 -1.652
H -1.136 2.935 -4.781
H 1.691 0.783 -3.937
H 2.449 -1.579 1.733
H -0.474 -2.563 -2.144
C 0.811 1.413 -3.793



Which frontier orbital gap belongs to each record? In order, 5.625, 7.111, 9.133, 9.198 eV.